Entry 1:
# C2H10N2S2

An isolated ion of composition C2H10N2S2 and charge +1 at a distorted geometry (wB97M-V/def2-TZVPD, the OMol25 dataset).

The geometry in XYZ format:
```
16
C2H10N2S2 (wB97M-V/def2-TZVPD)
C 0.720 -0.070 0.724
C -0.397 -1.061 0.941
N 0.108 -2.411 0.683
N 0.222 1.339 0.559
H 1.563 -0.229 1.401
H 1.170 -0.316 -0.249
H -0.839 -0.952 1.940
H -1.162 -0.880 0.184
H -0.616 -3.100 0.825
H 0.833 -2.626 1.360
H 0.090 1.721 1.493
H 0.946 1.811 0.027
S -0.636 1.816 -3.543
S -0.900 1.390 -1.169
H -0.004 0.873 -4.242
H -1.099 2.695 -0.933
```

Calculated values
Net charge: +1
HOMO-LUMO gap (alpha / beta): 8.0 / 6.2 eV
Multiplicity: 2
Energy above the lowest of the compared OMol25 structures with the same formula, charge and spin: 20.20 kcal/mol
E_tot: -987.71763 Ha
LUMO (alpha / beta): -5.1 / -7.0 eV
HOMO level (alpha / beta): -13.1705 / -13.1712 eV

Mulliken atomic charge list, values in e, 6 entries: C -0.78; C -0.31; N -0.62; N -0.43; H 0.46; H 0.37


Entry 2:
# C2H3IS2

One molecule with the formula C2H3IS2 at a distorted geometry (wB97M-V/def2-TZVPD, the OMol25 dataset).

The geometry in XYZ format:
```
8
C2H3IS2 (wB97M-V/def2-TZVPD)
I -2.534 -0.178 -0.088
C -0.511 -0.548 0.421
C 0.347 0.285 -0.504
S 0.920 1.862 0.085
S 2.074 0.111 -0.143
H -0.163 -0.237 1.512
H -0.137 -1.531 0.248
H 0.003 0.237 -1.530
```

Calculated values
SMILES string: ICC1SS1
HOMO-LUMO gap: 8.4 eV
Multiplicity: 1
Energy above the lowest of the compared OMol25 structures with the same formula, charge and spin: 8.06 kcal/mol
E_tot: -1172.04009 Ha
LUMO: -0.3 eV
HOMO level: -8.7487 eV

Mulliken atomic charge list, values in e, 6 entries: I 0.07; C -0.77; C -0.27; S -0.12; S -0.14; H 0.36


Look up the energy above the lowest of the compared OMol25 structures with the same formula, charge and spin of the first one. 20.20 kcal/mol


E_tot of number 1 (C2H10N2S2)? -987.71763 Ha


Among the records above, which one has the highest energy above the lowest of the compared OMol25 structures with the same formula, charge and spin? C2H10N2S2


Look up the multiplicity of the first one. 2